Record 1
This record from the OMol25 dataset describes C10H10FNO as an isolated structure at a distorted geometry. The level of theory is ωB97M-V/def2-TZVPD.

Positions of all 23 atoms, in Å:
C 2.87320 0.72519 -0.37478
C 2.03862 1.84328 -0.48123
C 2.46879 -0.48086 0.20160
C 0.72020 1.65041 -0.29516
C 1.11634 -0.68320 0.36545
C 0.26845 0.44017 0.17757
C -2.18192 0.41780 -0.69011
C 0.43618 -2.00288 0.64356
C -1.00413 -1.83778 0.24252
C -1.16066 0.06550 0.39168
N -3.30963 1.16610 -0.20153
O -1.95418 0.19413 -1.86491
F -1.56776 0.38299 1.63167
H 3.90259 0.75616 -0.28114
H 2.27074 2.77018 -1.00819
H 3.31539 -1.13761 0.45931
H 0.13765 2.57118 -0.48571
H 0.81607 -2.83554 0.08681
H 0.60423 -2.33555 1.66275
H -0.96654 -1.78507 -0.87763
H -1.58519 -2.33000 0.89269
H -3.30743 1.23106 0.78489
H -3.93102 1.21434 -0.98010

Energy above the lowest of the compared OMol25 structures with the same formula, charge and spin: 24.3 kcal per mole
Highest occupied orbital energy: -9.222 eV

***

Record 2
This record from the OMol25 dataset describes a 2-piece molecular cluster, C2H2N2O4 overall at a distorted geometry. The level of theory is ωB97M-V/def2-TZVPD.

Positions of all 10 atoms, in Å:
O -2.21199 0.89056 -0.80992
N -1.35743 0.25561 -1.40021
O -1.50205 -0.37724 -2.39529
C -0.08229 0.43909 -0.92887
N 0.79757 1.11230 -0.58205
O 1.77705 1.59159 -0.15626
C 0.58641 -1.05552 1.58892
O -0.14029 -1.11550 0.66012
H 1.59086 -1.43464 1.47224
H 0.54215 -0.30624 2.55132

SMILES: O=[N+]([O-])C#[N+][O-].C=O
Energy above the lowest of the compared OMol25 structures with the same formula, charge and spin: 166.7 kcal per mole
Highest occupied orbital energy: -10.585 eV

***

Record 3
This record from the OMol25 dataset describes one molecule with the formula C4H3ClOS2 at a distorted geometry. The level of theory is ωB97M-V/def2-TZVPD.

Positions of all 11 atoms, in Å:
O 1.00070 -1.04214 1.49206
C 0.45938 0.10198 1.04618
S 0.40442 1.43885 1.98365
C -0.12132 0.03127 -0.31970
C -1.42022 0.53375 -0.39404
S -2.50240 0.34861 -1.58155
C 0.54876 -0.33413 -1.42075
Cl 2.08926 -1.08768 -1.30207
H 1.26503 -0.74868 2.38104
H -1.84487 0.96886 0.56021
H 0.12127 -0.21068 -2.44503

SMILES: OC(=S)/C(C=S)=C\Cl
Energy above the lowest of the compared OMol25 structures with the same formula, charge and spin: 31.3 kcal per mole
Highest occupied orbital energy: -8.950 eV

***

Record 4
This record from the OMol25 dataset describes a 2-piece molecular cluster, C5H14 overall at a distorted geometry. The level of theory is ωB97M-V/def2-TZVPD.

Positions of all 19 atoms, in Å:
C 2.84875 -0.11081 -0.29668
C 2.99510 -1.34784 0.57511
H 3.41758 0.72516 0.12449
H 3.22952 -0.33169 -1.29323
H 1.81821 0.22640 -0.36086
H 4.05853 -1.55095 0.78615
H 2.55711 -1.27108 1.57152
H 2.56655 -2.25392 0.13973
C -2.61113 0.81877 -0.38408
C -1.20067 1.42760 -0.37345
C -2.67062 -0.52787 0.31542
H -3.29002 1.48350 0.14143
H -3.00859 0.70491 -1.38159
H -1.22678 2.39867 -0.88007
H -2.41479 -0.48103 1.38147
H -3.66875 -0.96510 0.23794
H -1.98866 -1.29586 -0.07648
H -0.87339 1.63938 0.63982
H -0.53795 0.71176 -0.86665

Total charge: -1
Energy above the lowest of the compared OMol25 structures with the same formula, charge and spin: 1.1 kcal per mole
⟨S²⟩: 0.750
Spin multiplicity: 2
Highest occupied orbital energy (alpha / beta): 1.547 / -7.851 eV

***

Record 5
This record from the OMol25 dataset describes one molecule with the formula C4H6O at a distorted geometry. The level of theory is ωB97M-V/def2-TZVPD.

Positions of all 11 atoms, in Å:
C 0.87984 0.93970 1.22313
C -0.00981 -0.08300 0.46998
C -0.05859 -0.17101 -0.89147
C -1.04214 -1.16582 -1.37397
O -1.58872 -1.15772 -2.49848
H 0.34308 1.70931 1.77906
H 1.59405 0.39747 1.81290
H 1.46618 1.53840 0.47868
H -0.64004 -0.68338 1.14029
H 0.33678 0.59731 -1.52437
H -1.28064 -1.92128 -0.61574

SMILES: C/C=C/C=O
Energy above the lowest of the compared OMol25 structures with the same formula, charge and spin: 10.1 kcal per mole
Highest occupied orbital energy: -9.863 eV

***

Record 6
This record from the OMol25 dataset describes one molecule with the formula C8H8INS at a distorted geometry. The level of theory is ωB97M-V/def2-TZVPD.

Positions of all 19 atoms, in Å:
C 1.97088 0.78416 1.30292
C 1.54540 0.12344 2.43107
C 1.27690 0.70612 0.07492
C 0.34594 -0.68773 2.31613
C 0.08695 0.06533 0.02926
C -0.38400 -0.56696 1.16867
C -1.86439 -0.85279 -0.81342
C -0.31379 0.22080 -2.39003
N -0.63970 -0.25655 -1.07863
S -1.83101 -1.49840 0.80246
I -3.64555 1.00955 -1.07854
H 2.89785 1.33168 1.37852
H 1.93997 0.40807 3.42085
H 1.86878 1.09993 -0.75580
H -0.16110 -1.35784 3.13409
H -2.48863 -1.38952 -1.49650
H -0.55729 -0.55201 -3.14333
H -0.84939 0.95982 -2.84137
H 0.80219 0.45292 -2.46127

⟨S²⟩: 2.012
Spin multiplicity: 3
Highest occupied orbital energy (alpha / beta): -5.601 / -8.597 eV